[1]
{"formula": "C10H13I", "method": "ωB97M-V with the def2-TZVPD basis set", "elements": ["C", "C", "C", "C", "C", "C", "C", "C", "C", "C", "I", "H", "H", "H", "H", "H", "H", "H", "H", "H", "H", "H", "H", "H"], "positions_angstrom": [[-1.31061, -0.11172, 0.77611], [-2.89307, 0.43226, 1.26527], [-0.73493, 1.34904, 0.88913], [0.59146, 1.39376, -1.28520], [1.13161, -0.03297, -1.40287], [1.56193, 0.47260, 0.78163], [0.63109, 1.58068, 0.27631], [0.95865, -0.71218, -0.00772], [-0.44037, -1.09152, 0.31127], [-0.68404, -2.63229, 0.15955], [-4.23549, -0.04885, -0.27591], [-1.54470, 1.87501, 0.36805], [-0.81644, 1.44920, 2.00357], [1.27829, 1.96806, -1.93675], [-0.46580, 1.37229, -1.75518], [0.59335, -0.50062, -2.16470], [2.10298, 0.18575, -1.71346], [2.52957, 0.76486, 0.60061], [1.40999, 0.26557, 1.80621], [1.13280, 2.42003, 0.69652], [1.39991, -1.70330, 0.23056], [0.03755, -2.97045, -0.45214], [-1.70976, -2.74000, -0.29620], [-0.52398, -2.98520, 1.12534]], "forces_ev_per_angstrom": [[-0.043, 0.756, -0.447], [2.941, -2.458, -1.302], [-1.377, -1.519, 0.822], [-1.343, -0.499, 0.067], [-1.331, -0.575, 0.711], [-3.839, -1.454, -0.149], [0.096, -0.369, 0.002], [2.285, 0.307, -0.381], [-3.383, 1.019, 0.927], [-3.644, 4.299, 0.103], [0.302, 0.029, 0.219], [0.422, 1.052, 0.310], [0.373, 0.934, -0.965], [-0.733, 0.487, 0.766], [1.515, 0.686, 1.091], [-0.568, -1.175, -1.413], [2.067, -0.988, -0.167], [2.468, -0.043, -0.700], [0.032, 0.224, 1.465], [-0.387, 1.650, -0.269], [1.119, 0.884, -0.850], [2.299, -1.468, -2.323], [1.021, -0.507, 0.877], [-0.293, -1.272, 1.607]], "nbo_charge": [-0.12, -0.10, -0.44, -0.40, -0.39, -0.39, -0.23, -0.25, 0.01, -0.63, 0.18, 0.22, 0.23, 0.22, 0.21, 0.20, 0.20, 0.21, 0.21, 0.22, 0.21, 0.20, 0.23, 0.22], "relative_energy_kj_mol": 171.98, "charge": 0, "lumo_energy_ev": -1.04}

[2]
{"formula": "C10H13MnNPS", "method": "ωB97M-V with the def2-TZVPD basis set", "elements": ["C", "C", "C", "C", "C", "Mn", "P", "H", "H", "H", "H", "H", "H", "H", "H", "S", "C", "N", "C", "C", "C", "C", "H", "H", "H", "H", "H"], "positions_angstrom": [[0.61554, 0.21121, -3.35723], [-0.63039, -0.52611, -3.33659], [-0.35515, -1.85506, -2.84534], [1.05465, -1.95158, -2.57632], [1.65917, -0.67021, -2.84351], [0.17305, -0.37137, -1.35251], [-0.30078, 1.84826, -0.91529], [0.76334, 1.21873, -3.73266], [-1.59973, -0.16999, -3.67356], [-1.07206, -2.67037, -2.76566], [2.71685, -0.43211, -2.73683], [1.58297, -2.86184, -2.29103], [-1.26687, 2.19976, 0.08093], [-0.78213, 2.68543, -1.97756], [0.79402, 2.67038, -0.48016], [-0.02779, -1.67198, 0.39791], [-0.07910, -0.69006, 1.82449], [-1.17586, -0.85869, 2.63468], [-1.42538, -0.06878, 3.72166], [-0.50103, 0.89778, 4.06027], [0.67241, 1.03936, 3.30641], [0.89717, 0.22657, 2.19844], [-1.84826, -1.57038, 2.35574], [-2.35815, -0.26471, 4.24646], [-0.69503, 1.54133, 4.91693], [1.40958, 1.79342, 3.57358], [1.77895, 0.30098, 1.56676]], "forces_ev_per_angstrom": [[0.426, -0.706, -0.421], [0.459, -0.232, -0.373], [1.068, -0.298, -0.899], [-0.251, -0.152, -1.588], [-0.615, -0.567, -0.853], [-0.234, 1.819, 1.068], [-0.397, 0.362, 0.341], [-0.030, -0.201, 0.070], [0.263, -0.049, 0.084], [0.215, 0.294, 0.096], [-0.363, -0.057, -0.056], [-0.245, 0.426, 0.197], [0.340, 0.533, -0.128], [0.144, -0.155, 0.425], [-0.483, 0.073, -0.018], [-0.296, -1.423, 1.660], [1.397, 0.479, -0.095], [-0.717, -1.170, -0.721], [0.054, 1.108, 1.221], [-0.538, -0.357, 0.087], [0.390, 1.216, 1.247], [-0.965, -1.410, -1.321], [0.447, 0.454, -0.010], [0.288, 0.188, -0.039], [0.020, -0.147, -0.171], [-0.179, -0.085, 0.055], [-0.198, 0.058, 0.142]], "mulliken_spin": [-0.03, -0.04, 0.04, 0.05, 0.02, 3.80, 0.04, 0.00, -0.01, 0.00, 0.02, 0.00, -0.01, 0.01, 0.01, 0.10, 0.20, 0.19, 0.31, -0.16, 0.42, -0.02, -0.01, 0.03, -0.01, 0.05, -0.02], "multiplicity": 6, "charge": -1, "lumo_energy_ev": [3.45, 3.41]}

[3]
{"formula": "C10H13N2O", "method": "ωB97M-V with the def2-TZVPD basis set", "elements": ["C", "O", "C", "C", "C", "C", "C", "C", "C", "N", "C", "C", "N", "H", "H", "H", "H", "H", "H", "H", "H", "H", "H", "H", "H", "H"], "positions_angstrom": [[0.47148, 2.32248, -3.24762], [1.34890, 1.41386, -2.58587], [1.06619, 0.73611, -1.55759], [2.10253, -0.52846, -0.81071], [3.26492, -1.18989, -0.86824], [3.13884, -2.17366, 0.15103], [1.98656, -2.07534, 0.84522], [1.18228, -0.98358, 0.27423], [0.11731, -0.16216, 0.35334], [-0.96273, -0.15139, 1.28312], [-2.24093, 0.49045, 0.98661], [-0.99182, -1.23744, 2.23073], [0.04412, 0.73508, -0.76984], [-0.27802, 1.71833, -3.55083], [1.01793, 2.70762, -4.15569], [0.16923, 3.26759, -2.61143], [4.21772, -1.12566, -1.48198], [3.85148, -3.03555, 0.40266], [1.62396, -2.87428, 1.54430], [-3.09591, -0.10215, 1.21976], [-2.32885, 1.49116, 1.36357], [-2.37518, 0.56296, -0.14801], [-1.83595, -1.88952, 2.10698], [-0.15635, -1.88365, 2.02832], [-0.99084, -0.83868, 3.29290], [-0.82239, 1.32303, -0.95286]], "forces_ev_per_angstrom": [[1.732, 3.968, 0.469], [1.058, -0.098, 0.390], [4.474, -3.501, 1.787], [-4.256, 3.582, -1.350], [1.845, 0.281, -1.378], [1.168, -2.703, 1.788], [-1.645, -1.032, 0.953], [2.729, 0.148, -1.357], [-2.966, -0.911, 1.832], [1.492, 0.175, -2.318], [0.657, 0.387, -2.937], [0.489, 0.366, 1.524], [-2.881, 1.912, 0.005], [-3.080, -1.283, -1.098], [-0.440, -0.539, 1.161], [0.529, -2.160, -0.967], [-1.773, 0.300, 0.605], [-0.884, 1.670, -0.740], [0.538, 1.206, -0.551], [-0.315, -0.583, 0.831], [-0.042, 0.389, 0.521], [0.179, 0.040, 1.271], [-0.799, 0.004, -0.195], [0.443, -0.003, 0.452], [0.159, -0.605, -1.210], [1.589, -1.010, 0.512]], "nbo_charge": [-0.28, -0.40, 0.75, -0.03, -0.20, -0.23, -0.19, -0.26, 0.47, -0.38, -0.41, -0.41, -0.59, 0.20, 0.25, 0.22, 0.27, 0.25, 0.24, 0.24, 0.22, 0.18, 0.21, 0.22, 0.23, 0.45], "smiles": "COC1=C2C=CC=C2C(=[N+](C)C)N1", "relative_energy_kj_mol": 523.52, "charge": 1, "lumo_energy_ev": -4.40}

[4]
{"formula": "C10H13N3O3RhS2Se", "method": "ωB97M-V with the def2-TZVPD basis set", "elements": ["Rh", "C", "C", "C", "O", "C", "O", "O", "H", "H", "H", "H", "H", "H", "H", "C", "N", "C", "C", "N", "C", "S", "H", "H", "H", "H", "H", "H", "Se", "C", "N", "S", "C"], "positions_angstrom": [[0.82316, -0.39570, 0.07172], [1.02061, 3.85121, -0.09098], [0.16763, 2.65106, -0.43506], [-0.89889, 2.97672, -1.47618], [0.98177, 1.59504, -1.01148], [-0.57145, 2.08764, 0.79261], [-1.06453, 2.85566, 1.59336], [-0.67708, 0.79581, 0.84809], [1.42874, 4.30315, -0.99680], [1.84028, 3.56927, 0.57476], [0.40866, 4.58124, 0.43339], [-0.43410, 3.38206, -2.37556], [-1.59657, 3.70654, -1.06727], [-1.44306, 2.07102, -1.74343], [1.91116, 1.85005, -1.05081], [-2.21851, -1.54964, 1.91396], [-1.26687, -2.42006, 1.23553], [-1.58988, -3.63559, 0.69108], [-0.44244, -4.23648, 0.30384], [0.56745, -3.37974, 0.62118], [0.09547, -2.22873, 1.22156], [0.99335, -1.32549, 2.40193], [-3.21385, -1.80154, 1.55783], [-1.97953, -0.51098, 1.70454], [-2.15121, -1.71659, 2.99035], [-2.61016, -3.95609, 0.58356], [-0.28128, -5.17427, -0.19483], [1.55465, -3.54051, 0.51213], [0.15868, -1.22972, -2.16640], [1.60672, -0.60303, -3.10626], [2.52455, -0.19238, -3.67305], [3.92468, -1.33566, -0.43845], [2.43186, -1.04427, -0.22487]], "forces_ev_per_angstrom": [[-0.687, 1.250, 0.941], [0.066, -0.067, 0.072], [-0.286, 0.037, -0.149], [0.058, 0.044, 0.011], [0.477, -0.237, 0.098], [0.000, -0.017, 0.162], [-0.029, 0.055, -0.091], [-0.282, -0.108, -0.327], [0.005, 0.000, -0.007], [-0.007, 0.002, 0.012], [-0.007, 0.007, -0.014], [0.009, 0.001, -0.001], [-0.004, 0.002, -0.002], [-0.004, -0.003, 0.004], [-0.072, 0.220, -0.049], [0.075, -0.042, 0.189], [0.210, 0.397, 0.008], [-0.069, 0.029, -0.231], [-0.020, 0.002, -0.145], [0.181, 0.355, 0.230], [-0.657, -1.862, 0.805], [0.137, 0.492, -0.709], [-0.012, 0.028, 0.007], [-0.020, 0.006, -0.040], [-0.035, -0.016, -0.015], [-0.009, 0.014, 0.021], [0.026, 0.015, -0.027], [-0.011, -0.048, -0.031], [-0.254, -0.146, -0.278], [-0.039, 0.056, 0.014], [0.013, -0.011, -0.006], [-0.330, -0.128, 0.057], [1.577, -0.327, -0.507]], "mulliken_spin": [0.67, 0.01, 0.00, 0.00, 0.05, 0.00, 0.01, 0.02, 0.00, 0.00, 0.00, 0.00, 0.00, 0.00, -0.01, 0.00, 0.07, 0.02, 0.03, 0.07, -0.06, -0.01, 0.00, 0.00, 0.00, 0.00, 0.00, -0.01, 0.15, -0.02, 0.03, -0.03, -0.03], "multiplicity": 2, "relative_energy_kj_mol": 160.68, "charge": 0, "lumo_energy_ev": [-0.50, -1.87]}

| no. | molecular weight (g mol⁻¹) |
| --- | --- |
| 1 | 260.12 |
| 2 | 265.20 |
| 3 | 177.23 |
| 4 | 469.23 |